1.
An isolated molecule of C3H4N2O, computed with ωB97M-V with the def2-TZVPD basis set.

The geometry in XYZ format:
```
10
Properties=species:S:1:pos:R:3:nbo_charge:R:1
O -1.2551 -0.8206 -0.1983 -0.475
N -4.4778 -0.5476 -0.0696 -0.226
N -1.6010 1.5680 0.2875 -0.645
C 0.1722 -0.6167 -0.0469 -0.270
C -2.0385 0.2660 0.0294 0.452
C -3.4083 -0.1550 -0.0070 0.207
H 0.1640 -1.2628 0.8579 0.225
H -0.5787 1.5432 0.5319 0.335
H 0.4502 0.5046 -0.0073 0.187
H 0.6376 -1.0669 -0.8888 0.207
```

Calculated values
structure (SMILES) = [H]/N=C(/C#N)OC
multiplicity = 1
gap between HOMO and LUMO = 10.37 eV
relative energy (zero: lowest compared OMol25 entry of this formula, charge and spin) = 290.6 kJ/mol
E_HOMO = -10.5 eV

***

2.
A cluster of 2 separate species, C4H6N2O in total, computed with ωB97M-V with the def2-TZVPD basis set.

The geometry in XYZ format:
```
13
Properties=species:S:1:pos:R:3:nbo_charge:R:1
O -2.8834 1.3969 1.0308 -0.640
N -0.6614 0.1333 1.1258 -0.638
N 1.2410 -1.8666 -1.8169 -0.362
C 1.6933 -1.0472 -1.1350 0.307
C -1.9300 0.5815 0.5872 0.433
C -1.3386 -0.1758 -0.2581 -0.231
C 2.2412 0.0020 -0.2704 -0.725
H 1.7410 0.9491 -0.4580 0.263
H -3.5518 1.5204 0.3378 0.500
H -0.8432 -0.6774 1.7318 0.319
H 2.0562 -0.2520 0.7762 0.269
H 3.3108 0.1230 -0.4696 0.248
H -1.0675 -0.6974 -1.1650 0.257
```

Calculated values
structure (SMILES) = OC1=CN1.CC#N
multiplicity = 1
gap between HOMO and LUMO = 8.78 eV
relative energy (zero: lowest compared OMol25 entry of this formula, charge and spin) = 441.4 kJ/mol
E_HOMO = -8.3 eV

***

3.
A cluster of 2 separate species, H4N2O3Si in total, computed with ωB97M-V with the def2-TZVPD basis set.

The geometry in XYZ format:
```
10
Properties=species:S:1:pos:R:3:nbo_charge:R:1
Si 1.1255 1.7967 0.8660 1.726
O 0.8178 1.1730 2.4596 -0.736
O -0.4785 -2.3091 -0.2927 -0.971
O 1.8291 -0.7663 2.6190 -0.279
N 0.4665 0.8954 -0.2479 -1.366
N 0.8337 -0.1256 2.9190 0.402
H 0.7064 1.1151 -1.2205 0.397
H -1.2144 -2.8342 -0.0205 0.475
H -0.3869 -1.4314 0.1091 0.496
H 1.7479 3.1364 1.4487 -0.143
```

Calculated values
structure (SMILES) = [H]/N=[SiH]/ON=O.O
multiplicity = 1
gap between HOMO and LUMO = 10.14 eV
relative energy (zero: lowest compared OMol25 entry of this formula, charge and spin) = 303.0 kJ/mol
E_HOMO = -10.6 eV

***

4.
A cluster of 2 separate species, C4H10O2 in total, computed with ωB97M-V with the def2-TZVPD basis set.

The geometry in XYZ format:
```
16
Properties=species:S:1:pos:R:3:nbo_charge:R:1
O 1.3213 -0.3176 0.2593 -0.356
O -1.2623 1.5812 -0.6991 -0.732
C -1.4995 1.1699 0.6353 -0.261
C 0.0502 -2.2527 -0.3011 -0.680
C 0.5398 -0.8781 -0.5832 0.161
C 1.7837 0.9335 0.2546 -0.283
H 0.3603 -2.5665 0.6996 0.229
H -2.0922 1.9090 1.1917 0.163
H 2.5858 1.0714 0.9657 0.172
H 0.4369 -2.9825 -1.0252 0.222
H 1.8006 1.4293 -0.7118 0.147
H -0.5549 2.2366 -0.6614 0.468
H -0.5538 1.0086 1.1702 0.180
H 0.1972 -0.2831 -1.4256 0.175
H -2.0673 0.2362 0.5897 0.174
H -1.0458 -2.2952 -0.3586 0.221
```

Calculated values
multiplicity = 1
gap between HOMO and LUMO (alpha / beta) = 7.67 / 8.45 eV
relative energy (zero: lowest compared OMol25 entry of this formula, charge and spin) = 429.6 kJ/mol
E_HOMO (alpha / beta) = -7.0 / -7.5 eV

***

5.
A cluster of 9 separate species, C32H56N2O21 in total, computed with ωB97M-V with the def2-TZVPD basis set.

The geometry in XYZ format:
```
111
Properties=species:S:1:pos:R:3:lowdin_charge:R:1
O -0.2771 -7.0518 -0.1486 0.098
O 3.4241 1.6491 -0.9810 -0.042
O 5.3807 -2.5094 0.4648 0.067
O 2.6729 3.8492 -1.2232 0.004
O -0.9914 -2.2479 -3.5607 -0.039
O 5.4223 -4.8067 -0.0413 0.125
O -6.4293 -2.6484 1.4723 0.037
O 0.8669 -5.1432 -0.8445 0.073
O -0.0370 -0.6322 -2.0747 -0.009
O -1.5681 -2.0828 -1.2905 -0.008
O -5.5250 3.2336 3.0765 0.139
O -4.3924 -1.7580 1.9060 -0.003
O 5.3448 -3.1703 -1.5308 0.098
O 4.8810 3.4990 -0.7982 0.012
O -2.9327 2.3114 -0.2049 -0.003
O -4.0159 4.1738 -0.8288 0.007
O 0.3283 -6.6578 -2.2669 0.121
O -6.8964 3.5531 4.8218 0.121
O -4.6325 -3.7337 0.5278 -0.069
O -1.8049 3.7585 -1.8062 -0.108
O -6.7635 1.6001 3.8013 0.091
N -0.9148 0.7850 3.2204 0.184
N 3.0462 7.2401 4.0259 0.142
C 5.4614 -1.3093 -0.2558 -0.076
C 3.3356 3.4662 2.3540 -0.088
C 1.0133 -1.8241 0.9603 -0.046
C -0.8537 -1.6434 -2.3092 -0.420
C 4.0909 5.9732 1.9782 -0.169
C 0.7112 -0.1807 -3.1075 -0.088
C 1.3497 3.3661 -1.3923 -0.028
C 5.3271 -3.6026 -0.3206 -0.559
C -6.1360 0.9750 2.7851 -0.102
C -2.9260 3.4374 -0.9279 -0.351
C 5.8595 2.5378 -0.6055 -0.075
C -7.4363 -3.4688 0.7948 0.028
C 3.6940 2.9800 -1.0546 -0.436
C 1.2077 -5.8354 -2.9746 -0.308
C 4.4848 4.5346 2.3926 -0.229
C 3.4853 -1.8910 -1.7853 -0.013
C -3.7031 1.7249 2.6754 -0.053
C 1.3681 0.5210 1.9123 -0.179
C -5.1650 -2.7264 1.3622 -0.422
C -2.1447 -3.3544 -1.4252 -0.032
C 5.0131 -1.8652 -1.6363 -0.296
C 1.5813 -4.7640 -1.9689 -0.125
C 1.2053 -0.2939 0.6505 -0.226
C 0.5001 -5.2823 -4.2038 -0.004
C 0.2714 -6.3301 -1.0226 -0.546
C -3.0082 -1.8371 1.7767 -0.071
C -4.2494 5.3942 -1.5043 -0.013
C -5.1025 2.0938 2.3785 -0.312
C 0.1109 0.6546 2.6481 -0.168
C -6.3732 2.8407 3.9746 -0.599
C -1.7429 1.5374 -0.0934 -0.050
C 3.4619 6.6658 3.1407 -0.235
H 2.1631 0.1474 2.5125 0.118
H -4.7384 5.1891 -2.4770 0.117
H -2.5806 -1.1208 2.4611 0.068
H -6.9120 0.7316 2.0129 0.150
H -3.3157 5.9223 -1.6075 0.095
H 3.0359 -0.9064 -1.7573 0.052
H 5.9658 1.9242 -1.5264 0.114
H -8.4181 -3.2710 1.0528 0.071
H 0.1531 0.0220 -4.0653 0.131
H -1.4903 -4.0630 -1.8671 0.069
H 1.9098 -2.2581 1.3456 0.068
H 6.4738 -0.9285 -0.1790 0.133
H 3.3204 5.8819 1.2362 0.102
H 2.5788 3.6097 3.1387 0.084
H 5.5831 1.8811 0.2611 0.107
H -3.3930 0.9495 2.0108 0.035
H -7.2669 -4.5040 0.9989 0.091
H -5.1470 2.3943 1.3718 0.126
H 1.6527 1.5210 1.6128 0.080
H 0.0436 -6.0782 -4.8024 0.091
H -7.3238 -3.4553 -0.2812 0.101
H 3.7571 2.4275 2.4826 0.087
H 2.0499 -6.4518 -3.2235 0.151
H 2.6684 -4.7836 -1.7507 0.133
H -4.8908 5.9505 -0.8940 0.079
H -2.6267 -1.6312 0.7838 0.071
H 0.7495 -2.3970 0.0486 0.059
H 5.4594 -1.3327 -2.4800 0.162
H 5.0550 4.6865 3.3226 0.112
H 1.3788 -0.9473 -3.4640 0.082
H 0.7151 4.1027 -1.8698 0.093
H 4.9367 6.5780 1.6971 0.113
H 0.1490 -1.9465 1.6102 0.072
H 4.7528 -0.5601 0.1040 0.117
H 2.8411 3.4631 1.3987 0.033
H -5.6688 0.0487 3.0952 0.115
H 0.3458 0.0223 0.0984 0.059
H 1.3094 0.6728 -2.9102 0.071
H 0.9153 3.0486 -0.4290 0.095
H -1.9185 0.6123 0.4723 0.077
H 6.8178 2.9647 -0.4363 0.090
H -3.0441 -3.3430 -2.0736 0.124
H -3.1339 2.6355 2.5188 0.097
H 3.0020 -2.3483 -0.8880 0.093
H -0.3030 -4.7068 -3.9086 0.032
H -2.6113 -2.8223 1.9850 0.106
H 1.4471 -3.6847 -2.3316 0.130
H -0.9134 2.0323 0.4400 0.086
H 3.0902 -2.4163 -2.6372 0.073
H 1.2653 -4.7878 -4.8918 0.122
H -2.4097 -3.6859 -0.4320 0.079
H 2.0645 -0.0826 -0.0139 0.081
H 1.3192 2.5558 -2.0432 0.049
H -3.6897 1.2935 3.7101 0.120
H 5.2412 4.1467 1.6253 0.100
H -1.2922 1.3927 -1.0802 0.087
```

Calculated values
structure (SMILES) = C[C@H]1COC(=O)O1.C[C@H]1COC(=O)O1.C[C@H]1COC(=O)O1.COC(=O)OC.COC(=O)OC.COC(=O)OC.COC(=O)OC.CCCC#N.CCCC#N
multiplicity = 1
gap between HOMO and LUMO = 10.17 eV
relative energy (zero: lowest compared OMol25 entry of this formula, charge and spin) = 130.0 kJ/mol
E_HOMO = -10.3 eV

***

6.
An isolated molecule of C3H7NO2, computed with ωB97M-V with the def2-TZVPD basis set.

The geometry in XYZ format:
```
13
Properties=species:S:1:pos:R:3:nbo_charge:R:1
O -0.0429 1.2599 -0.0030 -0.535
O -1.7217 -0.2858 0.4362 -0.711
N -0.9037 -0.0911 -1.6632 -0.870
C -0.5893 0.0240 -0.3002 0.699
C 0.9941 0.7898 0.8586 -0.084
C 0.8262 -0.6854 0.5416 -0.527
H -1.4927 -1.1992 0.6143 0.479
H 0.7720 1.0448 1.8952 0.174
H 1.9132 1.2855 0.5496 0.177
H -0.2977 0.3763 -2.3104 0.382
H -1.8674 -0.0907 -1.9647 0.396
H 0.8063 -1.3290 1.4598 0.210
H 1.6035 -1.0990 -0.1138 0.209
```

Calculated values
structure (SMILES) = N[C@@]1(O)CCO1
multiplicity = 1
gap between HOMO and LUMO = 10.34 eV
relative energy (zero: lowest compared OMol25 entry of this formula, charge and spin) = 250.6 kJ/mol
E_HOMO = -9.3 eV

***

7.
A cluster of 2 separate species, C3H9NO2 in total, computed with ωB97M-V with the def2-TZVPD basis set.

The geometry in XYZ format:
```
15
Properties=species:S:1:pos:R:3:nbo_charge:R:1
O -0.8716 -0.7013 1.2235 -0.627
O -0.6316 0.2815 -0.7271 -0.732
N 1.8877 -0.2847 -0.1539 -0.857
C -2.3750 1.0238 0.9440 -0.702
C 2.5853 -0.5048 -1.4450 -0.427
C -1.2077 0.1038 0.4202 0.804
H -3.3650 0.5885 0.9413 0.229
H 2.1743 0.4957 0.3990 0.379
H 2.0818 -1.1503 0.4018 0.386
H 0.3412 -0.0519 -0.8714 0.530
H 3.2323 -1.3611 -1.5149 0.204
H 3.1668 0.3676 -1.8527 0.201
H -2.3288 1.7978 0.2980 0.204
H 1.6917 -0.5264 -2.1554 0.179
H -2.1979 1.4551 1.9455 0.229
```

Calculated values
structure (SMILES) = CC(=O)O.CN
multiplicity = 1
gap between HOMO and LUMO = 10.05 eV
relative energy (zero: lowest compared OMol25 entry of this formula, charge and spin) = 170.0 kJ/mol
E_HOMO = -9.3 eV